{
  "formula": "C55H51CsN16O8SSe",
  "method": "ωB97M-V/def2-TZVPD",
  "symbols": ["Cs", "C", "N", "C", "N", "C", "N", "C", "C", "C", "C", "C", "C", "C", "N", "N", "C", "O", "C", "C", "C", "C", "C", "C", "N", "C", "N", "C", "N", "C", "H", "H", "H", "H", "H", "H", "H", "H", "H", "H", "H", "H", "H", "H", "H", "H", "N", "C", "C", "C", "C", "C", "N", "C", "C", "C", "C", "C", "N", "H", "H", "H", "H", "H", "H", "H", "H", "H", "Se", "N", "C", "C", "C", "C", "C", "N", "C", "C", "N", "C", "C", "C", "C", "C", "N", "H", "H", "H", "H", "H", "H", "C", "S", "O", "O", "O", "H", "H", "H", "C", "C", "C", "C", "C", "C", "C", "C", "C", "C", "C", "C", "O", "H", "H", "H", "H", "H", "H", "H", "H", "H", "H", "H", "H", "H", "H", "H", "H", "H", "O", "N", "O", "O"],
  "xyz": [[-0.348, -1.325, -1.385], [3.580, 0.798, 3.754], [3.029, 0.042, 2.667], [1.896, 0.232, 1.964], [1.776, -0.708, 1.060], [2.884, -1.475, 1.243], [3.672, -1.060, 2.211], [4.328, 2.059, 3.367], [4.689, 2.923, 4.395], [5.403, 4.080, 4.133], [5.770, 4.385, 2.837], [5.419, 3.526, 1.796], [4.692, 2.363, 2.060], [5.829, 3.926, 0.452], [6.396, 5.050, 0.146], [6.552, 5.060, -1.215], [6.069, 3.943, -1.656], [5.624, 3.159, -0.644], [5.914, 3.580, -3.062], [6.257, 4.539, -4.016], [6.048, 4.279, -5.356], [5.495, 3.070, -5.752], [5.165, 2.101, -4.814], [4.610, 0.774, -5.294], [3.857, 0.060, -4.299], [2.561, 0.155, -3.929], [2.352, -0.586, -2.868], [3.574, -1.112, -2.598], [4.517, -0.753, -3.442], [5.382, 2.356, -3.465], [4.271, 0.127, 4.265], [2.781, 1.051, 4.453], [1.206, 1.048, 2.120], [3.075, -2.365, 0.662], [4.406, 2.680, 5.414], [5.672, 4.746, 4.943], [6.326, 5.282, 2.604], [4.415, 1.702, 1.247], [6.668, 5.482, -3.681], [6.298, 5.026, -6.097], [5.311, 2.880, -6.804], [5.444, 0.127, -5.567], [3.991, 0.923, -6.180], [1.814, 0.737, -4.451], [3.742, -1.811, -1.796], [5.129, 1.611, -2.719], [0.218, 4.597, 1.827], [-1.036, 4.134, 2.223], [-1.818, 4.980, 3.025], [-3.081, 4.561, 3.386], [-3.546, 3.333, 2.937], [-2.693, 2.570, 2.156], [-1.462, 2.949, 1.823], [0.979, 4.167, 0.730], [1.715, 5.136, 0.040], [2.376, 4.753, -1.107], [2.309, 3.431, -1.516], [1.633, 2.527, -0.713], [0.985, 2.886, 0.395], [0.369, 5.563, 2.062], [-1.441, 5.945, 3.344], [-3.705, 5.194, 4.005], [-4.532, 2.973, 3.192], [-2.996, 1.601, 1.777], [1.731, 6.167, 0.375], [2.934, 5.483, -1.683], [2.778, 3.101, -2.430], [1.585, 1.481, -1.001], [-8.328, -4.428, -4.931], [-6.569, -4.709, -5.005], [-6.014, -3.905, -4.138], [-4.583, -3.829, -3.897], [-3.658, -4.564, -4.644], [-2.318, -4.433, -4.364], [-1.944, -3.585, -3.317], [-2.810, -2.909, -2.591], [-4.105, -2.994, -2.878], [-5.027, -2.144, -2.097], [-4.505, -1.385, -1.134], [-5.300, -0.587, -0.455], [-6.671, -0.473, -0.696], [-7.226, -1.268, -1.671], [-6.401, -2.136, -2.385], [-6.921, -3.050, -3.390], [-8.191, -3.178, -3.666], [-4.022, -5.205, -5.437], [-1.564, -4.968, -4.925], [-0.895, -3.463, -3.061], [-4.829, -0.010, 0.335], [-7.282, 0.209, -0.119], [-8.284, -1.240, -1.898], [-2.609, 2.602, -2.044], [-1.746, 1.340, -3.017], [-1.300, 2.013, -4.234], [-2.724, 0.286, -3.248], [-0.634, 0.928, -2.157], [-3.680, 2.457, -2.161], [-2.307, 3.581, -2.407], [-2.310, 2.474, -1.005], [-4.274, -4.129, 0.820], [-3.497, -5.113, 1.692], [-2.189, -5.515, 1.004], [-3.252, -4.573, 3.085], [-3.843, -5.208, 4.163], [-3.598, -4.836, 5.483], [-2.667, -3.827, 5.707], [-2.046, -3.153, 4.670], [-0.926, -2.182, 4.986], [0.398, -2.692, 4.397], [-1.197, -0.769, 4.482], [-2.384, -3.430, 3.289], [-1.910, -2.733, 2.334], [-4.496, -4.576, -0.156], [-3.681, -3.230, 0.663], [-5.220, -3.851, 1.297], [-4.108, -6.018, 1.808], [-1.570, -4.639, 0.826], [-2.390, -5.992, 0.038], [-1.629, -6.216, 1.627], [-4.514, -6.044, 3.972], [-4.081, -5.349, 6.308], [-2.401, -3.568, 6.731], [-0.826, -2.146, 6.080], [0.329, -2.692, 3.308], [0.600, -3.712, 4.731], [1.237, -2.055, 4.705], [-1.305, -0.807, 3.399], [-0.373, -0.095, 4.746], [-2.118, -0.373, 4.918], [1.294, -3.450, -2.740], [1.462, -3.531, -1.504], [2.617, -3.588, -1.026], [0.474, -3.550, -0.757]],
  "atomic_forces_ev_per_a": [[-1.144, -0.080, 1.038], [0.021, 0.089, 0.028], [-0.092, 0.066, -0.030], [0.024, -0.062, 0.065], [-0.054, 0.034, -0.270], [-0.023, -0.025, 0.157], [0.107, 0.020, -0.088], [-0.033, -0.058, -0.015], [-0.001, -0.003, -0.036], [0.001, 0.000, 0.056], [0.036, 0.003, -0.113], [-0.083, -0.184, 0.192], [0.075, 0.073, -0.091], [0.213, 0.315, -0.160], [-0.103, -0.113, 0.297], [-0.046, -0.082, -0.320], [0.164, 0.297, 0.218], [-0.317, -0.145, -0.054], [-0.099, -0.186, -0.212], [0.020, 0.010, 0.100], [0.018, 0.005, -0.043], [0.002, -0.028, 0.017], [-0.011, -0.025, -0.020], [0.053, 0.075, 0.020], [-0.125, 0.071, -0.042], [0.175, -0.045, -0.008], [0.047, 0.227, 0.121], [-0.011, -0.156, -0.072], [0.064, 0.069, 0.115], [-0.017, 0.094, 0.173], [-0.045, -0.031, 0.040], [-0.003, 0.007, -0.015], [0.047, 0.002, 0.041], [-0.025, -0.007, 0.001], [-0.023, 0.011, -0.003], [0.005, 0.003, -0.007], [-0.005, 0.009, 0.034], [-0.037, -0.025, 0.030], [-0.014, 0.012, -0.027], [0.004, 0.008, 0.010], [-0.007, -0.004, -0.001], [-0.046, -0.049, -0.068], [-0.028, 0.025, 0.024], [0.036, 0.042, 0.010], [-0.015, -0.028, -0.020], [-0.039, -0.030, -0.046], [0.025, -0.201, 0.186], [-0.159, 0.068, -0.001], [-0.040, 0.029, 0.084], [0.080, 0.078, 0.004], [-0.041, -0.151, -0.051], [-0.009, 0.084, 0.162], [0.106, -0.010, -0.208], [0.091, -0.076, -0.183], [-0.057, 0.065, -0.025], [0.152, 0.049, -0.005], [0.114, -0.089, -0.015], [-0.080, 0.082, -0.209], [-0.030, 0.071, 0.178], [0.030, 0.020, -0.019], [0.016, -0.013, -0.004], [0.005, 0.004, -0.001], [0.008, -0.019, -0.008], [-0.012, -0.076, 0.043], [-0.034, -0.007, 0.000], [-0.015, -0.001, -0.006], [0.046, -0.051, -0.059], [-0.032, 0.024, 0.167], [-0.177, -0.076, -0.100], [0.204, 0.046, 0.034], [-0.109, -0.056, -0.105], [0.217, -0.002, 0.091], [-0.076, 0.052, -0.010], [-0.138, 0.029, 0.013], [0.098, -0.242, -0.082], [0.046, 0.183, 0.091], [-0.011, -0.149, -0.158], [-0.239, 0.108, 0.053], [0.154, -0.026, -0.038], [-0.060, -0.001, 0.039], [-0.035, -0.039, -0.032], [0.000, -0.024, -0.041], [0.135, 0.057, 0.165], [-0.171, -0.035, -0.072], [0.116, 0.126, 0.105], [0.027, -0.026, 0.009], [0.010, 0.003, 0.008], [-0.013, -0.197, -0.086], [-0.007, 0.012, -0.009], [0.040, 0.018, 0.022], [-0.006, -0.016, 0.023], [0.158, -0.249, -0.085], [-0.373, 0.825, -0.361], [0.012, -0.025, 0.010], [0.180, -0.079, 0.108], [-0.234, 2.706, -1.022], [-0.009, 0.041, -0.029], [0.016, 0.013, 0.030], [-0.069, 0.023, 0.018], [-0.032, -0.045, -0.038], [0.043, 0.142, 0.017], [-0.077, -0.066, -0.065], [0.050, 0.105, 0.019], [0.008, 0.000, 0.062], [-0.068, -0.072, 0.093], [0.008, 0.016, -0.043], [0.018, -0.023, 0.002], [0.058, -0.111, -0.172], [-0.039, 0.074, 0.079], [-0.023, 0.140, 0.026], [0.047, 0.009, 0.088], [-0.131, -0.279, 0.064], [-0.027, 0.016, -0.048], [0.020, 0.056, 0.007], [0.012, 0.011, -0.030], [0.001, 0.007, 0.018], [0.062, 0.067, 0.043], [-0.004, -0.013, 0.007], [0.012, -0.001, -0.025], [0.011, 0.005, -0.054], [0.008, 0.002, -0.012], [0.023, 0.015, -0.004], [-0.004, -0.033, 0.001], [0.023, -0.019, 0.006], [0.023, -0.003, 0.004], [0.003, 0.011, -0.039], [-0.029, 0.073, -0.033], [-0.003, 0.015, 0.000], [-0.015, 0.040, -0.021], [0.112, 0.004, -0.115], [0.478, -1.165, 0.085], [0.026, 0.114, -0.129], [0.889, -2.175, 0.556]],
  "lowdin_charge": [1.45, -0.09, -0.15, -0.15, 0.08, -0.20, 0.11, -0.18, -0.05, -0.08, -0.04, -0.13, 0.06, -0.28, 0.10, 0.10, -0.29, 0.15, -0.14, -0.03, -0.08, -0.04, -0.18, -0.09, -0.15, -0.12, 0.06, -0.19, 0.10, 0.04, 0.13, 0.13, 0.12, 0.08, 0.11, 0.10, 0.11, 0.13, 0.11, 0.10, 0.11, 0.13, 0.13, 0.14, 0.09, 0.12, 0.11, -0.31, -0.04, -0.10, -0.08, -0.12, 0.14, -0.31, -0.03, -0.08, -0.06, -0.11, 0.15, 0.12, 0.10, 0.10, 0.10, 0.11, 0.10, 0.11, 0.09, 0.08, 1.03, -0.24, -0.33, -0.10, -0.01, -0.03, -0.12, 0.11, -0.15, -0.14, 0.16, -0.11, -0.05, -0.01, -0.09, -0.33, -0.24, 0.11, 0.11, 0.04, 0.11, 0.10, 0.11, -0.14, 0.32, -0.39, -0.39, -0.79, 0.05, 0.05, 0.03, -0.08, -0.38, -0.06, -0.15, -0.10, -0.17, -0.11, -0.16, -0.39, -0.07, -0.09, -0.35, -0.09, 0.06, 0.06, 0.08, 0.11, 0.06, 0.07, 0.08, 0.09, 0.06, 0.09, 0.11, 0.07, 0.08, 0.06, 0.06, 0.06, 0.07, -0.12, -0.68, -0.08, -0.33],
  "relative_energy_ev": 2.452,
  "charge": -2,
  "mol_weight_g_mol": 1308.05,
  "homo_energy_ev": -1.2
}